# 1
This record from the Open Molecules 2025 dataset describes a 9-piece molecular cluster, C17H52N8O9 overall. The level of theory is ωB97M-V/def2-TZVPD.

Geometry as ORCA input:
```
! wB97M-V def2-TZVPD RIJCOSX def2/J DEFGRID3
* xyz 0 1
N 1.2756 -2.0050 0.0920
C 1.9936 -2.9360 0.6240
N 2.1346 -2.8020 1.9320
O 2.5346 -3.9200 -0.0260
H 1.3916 -1.8180 -0.9030
H 1.1106 -1.1440 0.5630
H 2.1086 -3.7760 2.3650
H 1.4246 -2.2000 2.3250
N -1.4154 2.2050 4.7740
C -0.6324 1.3630 4.0780
N -0.9614 1.2050 2.7730
O 0.4096 0.6580 4.7230
H -1.1634 2.4810 5.7380
H -1.9424 2.9160 4.2480
H -0.2014 0.7690 2.1280
H -1.7714 1.6390 2.2920
N 3.2286 0.2610 2.8450
C 4.0596 0.1720 1.8500
N 4.1506 -1.0440 1.4720
O 4.7556 1.2490 1.3260
H 3.3746 1.1230 3.3600
H 2.7556 -0.3990 3.3310
H 4.7246 -1.1740 0.6550
H 3.4696 -1.8300 1.7440
N -3.1904 2.4040 1.8220
C -2.9534 3.6140 2.2270
N -3.3044 3.8110 3.4870
O -2.4164 4.6780 1.4600
H -3.2004 2.3090 0.7430
H -3.7184 1.7180 2.2820
H -3.3274 4.8190 3.7080
H -3.7964 3.1990 4.1510
C -1.9274 1.0690 -3.7680
C -1.8904 -0.1990 -4.6040
C -1.5394 0.0890 -6.0310
O -1.2634 -1.1470 -4.1370
H -2.5004 0.7690 -2.9380
H -2.4844 1.9410 -4.0560
H -0.9644 1.3120 -3.2540
H -2.9154 -0.5510 -4.5550
H -1.5814 -0.8680 -6.6220
H -0.5204 0.5720 -6.0460
H -2.1964 0.7260 -6.5920
H -1.4024 -1.9590 -4.6530
C 0.0546 1.6830 -0.5330
C 1.2946 1.4300 0.4280
C 1.3256 2.6450 1.3000
O 1.1836 0.4240 1.1810
H -0.0554 0.8020 -1.1770
H 0.4606 2.4380 -1.2400
H -0.8904 1.8870 0.0070
H 2.1836 1.4590 -0.1560
H 1.7906 3.4830 0.7830
H 2.0006 2.5870 2.1300
H 0.3436 2.9830 1.6940
H 1.9236 0.2990 1.7760
C 2.4086 0.3960 -3.8090
C 2.2446 -0.9180 -3.0940
C 3.4236 -1.0910 -2.0960
O 1.1846 -0.9590 -2.4220
H 1.7466 0.4310 -4.7260
H 3.4876 0.6210 -4.0750
H 2.0806 1.1770 -3.0700
H 2.4326 -1.7250 -3.7990
H 3.4196 -0.2960 -1.3940
H 4.3886 -0.9860 -2.6460
H 3.4246 -2.0280 -1.5810
H 0.4696 -0.7900 -3.0000
C -2.5664 -2.8400 -1.7010
C -1.7684 -2.1330 -0.6720
C -2.4644 -0.8460 -0.2020
O -1.3774 -2.7770 0.2880
H -2.2274 -3.8260 -2.0770
H -2.6764 -2.1230 -2.4730
H -3.5594 -2.9040 -1.3090
H -0.7974 -1.7070 -0.9720
H -3.4314 -1.0480 0.2290
H -2.5404 -0.0990 -1.0120
H -1.9044 -0.3090 0.5720
H -0.4484 -2.5530 0.3480
C -1.1034 -2.3020 3.7730
O -0.4194 -1.4140 2.9040
H -2.0234 -2.8050 3.3750
H -1.4164 -1.8700 4.7200
H -0.4374 -3.1420 3.9090
H -0.8834 -0.5540 2.8890
*
```

## Properties
Orbital gap ... 0.332 Eh
SMILES string ... NC(N)=O.NC(N)=O.NC(N)=O.NC(N)=O.CC(C)O.CC(C)O.CC(C)O.CC(C)O.CO
Molecular weight ... 512.650 g/mol
Largest force on an atom ... 11.95 eV/A
Calculated total energy ... -1793.90677 Eh
E_LUMO ... -0.19 eV
Relative energy (zero: lowest compared OMol25 entry of this formula, charge and spin) ... 10.887 eV
HOMO ... -9.2214 eV

What are the Löwdin partial charges on each atom? They are as follows, in elementary charge units: 0.1901, -0.6814, 0.1328, -0.0179, 0.0886, 0.0698, 0.1787, 0.0787, 0.1432, -0.5130, 0.1135, -0.1416, 0.1320, 0.0412, 0.1040, 0.0443, 0.1663, -0.6380, 0.1885, -0.1108, 0.1468, 0.0812, 0.1211, 0.0865, 0.1298, -0.5836, 0.1157, -0.1127, 0.1884, 0.1172, 0.1509, 0.1407, -0.0072, -0.6932, -0.0360, 0.0192, 0.0341, 0.0885, 0.0842, 0.1370, 0.0961, 0.0977, 0.0708, 0.1552, -0.0056, -0.5587, -0.0480, -0.0631, 0.0427, 0.0992, 0.0642, 0.1281, 0.0951, 0.0685, 0.0808, 0.0446, -0.0335, -0.6167, -0.0289, -0.0167, 0.0855, 0.1011, 0.0920, 0.1444, 0.0559, 0.1007, 0.0546, 0.0666, -0.0108, -0.6740, -0.0268, 0.0382, 0.1070, 0.0442, 0.0757, 0.1185, 0.0739, 0.0612, 0.0513, 0.0564, -0.1365, -0.1744, 0.0865, 0.0764, 0.0687, 0.0142

# 2
This record from the Open Molecules 2025 dataset describes one molecule with the formula C9H9F3OS. The level of theory is ωB97M-V/def2-TZVPD.

Geometry as ORCA input:
```
! wB97M-V def2-TZVPD RIJCOSX def2/J DEFGRID3
* xyz 0 1
C -1.6619 -0.4724 0.0204
C -0.5986 -0.9783 -0.6643
C 0.6807 -1.3069 0.0569
C 1.6336 -0.2701 -0.4143
O 1.9333 -0.3494 -1.8589
C 1.0997 1.1013 -0.1038
C 0.8058 1.6495 1.1971
C 0.5042 2.9561 1.1743
S 0.1652 3.5328 -0.3672
C 0.6108 2.0213 -1.0519
C 2.9741 -0.5920 0.3448
F 2.8589 -0.6954 1.6541
F 3.9644 0.1729 0.0223
F 3.4396 -1.7981 -0.0721
H -2.5227 0.0582 -0.5124
H -1.5584 -0.0091 1.0624
H -0.4857 -1.2190 -1.7495
H 0.5731 -1.4777 1.2126
H 1.0281 -2.3079 -0.2121
H 1.7909 -1.2818 -2.2572
H 1.0002 1.1351 2.1457
H 0.3622 3.6853 1.9598
H 0.4471 1.8806 -2.0842
*
```

## Properties
Orbital gap ... 0.354 Eh
SMILES string ... C=CC[C@@](O)(c1ccsc1)C(F)(F)F
Molecular weight ... 222.231 g/mol
Largest force on an atom ... 2.88 eV/A
Calculated total energy ... -1121.30582 Eh
E_LUMO ... 0.65 eV
Relative energy (zero: lowest compared OMol25 entry of this formula, charge and spin) ... 0.000 eV
HOMO ... -8.9681 eV

What are the Löwdin partial charges on each atom? They are as follows, in elementary charge units: 0.0046, -0.1693, -0.1617, -0.3699, -0.0055, -0.2308, -0.1550, -0.4496, 1.0120, -0.3352, -0.6167, 0.1725, 0.2044, 0.1177, 0.0753, 0.0834, 0.1208, 0.1741, 0.1234, 0.1543, 0.1223, 0.0675, 0.0616

# 3
This record from the Open Molecules 2025 dataset describes an isolated ion of composition C5H6NO2 and charge +1. The level of theory is ωB97M-V/def2-TZVPD.

Geometry as ORCA input:
```
! wB97M-V def2-TZVPD RIJCOSX def2/J DEFGRID3
* xyz 1 1
N 2.5413 1.0876 -0.4231
C 1.5650 0.4588 -0.2022
C 1.1182 -0.8255 0.2271
C -0.3751 -0.9691 -0.1251
C -0.9414 0.4619 0.0580
O -0.1183 1.3765 0.0453
C -2.4311 0.6054 0.2019
O -3.1092 0.0115 -0.5832
H 2.8577 2.0111 -0.3144
H 1.7147 -1.5999 -0.4249
H 1.4818 -0.8313 1.2623
H -0.9582 -1.6559 0.4680
H -0.5650 -1.4555 -1.0561
H -2.7804 1.3243 0.8662
*
```

## Properties
Orbital gap ... 0.351 Eh
SMILES string ... [NH+]#CCCC(=O)C=O
Molecular weight ... 112.108 g/mol
Largest force on an atom ... 3.29 eV/A
Calculated total energy ... -399.00608 Eh
E_LUMO ... -5.35 eV
Relative energy (zero: lowest compared OMol25 entry of this formula, charge and spin) ... 1.236 eV
HOMO ... -14.9063 eV

What are the Löwdin partial charges on each atom? They are as follows, in elementary charge units: 0.3410, -0.1133, -0.0809, -0.0462, -0.1948, 0.1514, -0.1209, 0.1703, 0.1278, 0.2032, 0.1634, 0.1366, 0.1368, 0.1255

# 4
This record from the Open Molecules 2025 dataset describes a 9-piece molecular cluster, C46H70B2F24O24S overall. The level of theory is ωB97M-V/def2-TZVPD.

Geometry as ORCA input:
```
! wB97M-V def2-TZVPD RIJCOSX def2/J DEFGRID3
* xyz 0 1
C -8.0151 -2.1392 -2.2948
C -6.9776 -1.6268 -3.3110
C -6.1975 -0.5057 -2.6242
C -4.7285 -0.3752 -3.0137
C -3.9792 -1.6953 -3.1434
C -4.2216 -2.6586 -2.0019
C -4.0491 -4.1115 -2.4147
C -4.6314 -5.0871 -1.3973
C -3.9413 -5.1342 -0.0282
B -2.3931 -4.7485 0.0023
O -1.5879 -5.3978 -0.9072
O -1.9068 -3.8313 0.8532
C -0.4798 -3.7673 1.0121
C 0.1434 -2.8176 -0.0085
O -3.8721 -6.6172 0.2449
S -4.0128 -6.9201 1.7899
O -5.1282 -7.7141 2.0811
O -2.7844 -7.3096 2.3586
O -4.2586 -5.4065 2.2500
C -4.8330 -4.6948 1.1319
B -4.8652 -3.1573 1.5909
O -5.4536 -2.1440 0.8832
O -4.3100 -2.8605 2.7816
C -3.6089 -1.6112 2.8375
C -2.3494 -1.8464 3.6530
H -8.5605 -1.3205 -1.8465
H -7.4481 -2.6096 -1.4935
H -8.6629 -2.9004 -2.6966
H -7.5304 -1.3087 -4.1861
H -6.3755 -2.4779 -3.5784
H -6.3198 -0.5790 -1.5545
H -6.6784 0.4281 -2.8922
H -4.2478 0.2038 -2.2298
H -4.5885 0.2072 -3.9129
H -4.2938 -2.1736 -4.0660
H -2.9213 -1.4935 -3.2633
H -3.5228 -2.4408 -1.1993
H -5.2159 -2.5807 -1.6051
H -3.0269 -4.3351 -2.6872
H -4.6385 -4.2351 -3.3170
H -4.5937 -6.0797 -1.8179
H -5.6837 -4.8589 -1.2661
H -1.1869 -4.7618 -1.5135
H -0.3200 -3.3371 1.9896
H -0.0159 -4.7409 1.0305
H -0.6641 -2.2403 -0.4396
H 0.5703 -3.3925 -0.8205
H 0.8668 -2.1505 0.4235
H -5.8446 -5.0500 0.9383
H -6.2527 -2.4658 0.4433
H -3.3039 -1.2742 1.8564
H -4.2057 -0.8669 3.3464
H -1.7091 -0.9759 3.6443
H -1.8628 -2.7179 3.2417
H -2.6445 -2.0869 4.6662
C -9.3161 -9.1929 -3.5346
C -8.0949 -8.4066 -3.1096
O -7.8843 -7.2562 -3.9560
C -8.6553 -6.2075 -3.7170
O -9.4948 -6.1113 -2.8721
C -8.2790 -5.0637 -4.6717
F -8.1752 -5.4870 -5.9407
F -7.0869 -4.5462 -4.3103
F -9.1891 -4.0910 -4.6407
H -9.2386 -9.4758 -4.5848
H -9.4113 -10.0946 -2.9316
H -10.2247 -8.6039 -3.4197
H -7.1993 -9.0136 -3.2171
H -8.1579 -8.0924 -2.0687
C 5.0380 1.3828 0.1310
C 3.8144 2.2590 0.2963
O 3.0228 2.2916 -0.9150
C 2.2540 1.2449 -1.1458
O 2.1267 0.2734 -0.4614
C 1.4693 1.4707 -2.4473
F 2.2668 1.9016 -3.4405
F 0.5117 2.4019 -2.2651
F 0.8777 0.3467 -2.8603
H 5.6260 1.7111 -0.7266
H 5.6582 1.4316 1.0249
H 4.7628 0.3429 -0.0413
H 4.1133 3.2779 0.4761
H 3.1965 1.9397 1.1346
C 2.3033 -0.9038 -5.2537
C 2.5657 -2.1664 -6.0455
O 3.8209 -2.0997 -6.7501
C 4.9081 -2.3145 -6.0227
O 4.9470 -2.5638 -4.8548
C 6.1532 -2.2408 -6.9221
F 6.1195 -1.1524 -7.7080
F 6.2152 -3.3263 -7.7128
F 7.2639 -2.1928 -6.1867
H 2.3529 -0.0306 -5.9054
H 1.3207 -0.9451 -4.7932
H 3.0472 -0.7691 -4.4699
H 1.8065 -2.2940 -6.8136
H 2.5442 -3.0518 -5.4114
C 1.6662 5.3010 -4.2743
C 0.2113 4.8903 -4.3542
O -0.6569 6.0419 -4.3974
C -0.7520 6.6583 -5.5664
O -0.2039 6.3517 -6.5827
C -1.7324 7.8370 -5.4479
F -1.4710 8.5780 -4.3578
F -2.9934 7.3808 -5.3499
F -1.6541 8.6265 -6.5189
H 1.8264 5.9618 -3.4214
H 2.3011 4.4236 -4.1661
H 1.9731 5.8412 -5.1688
H -0.0710 4.3432 -3.4616
H 0.0191 4.2465 -5.2118
C 3.8362 9.7891 0.3207
C 2.9476 8.5708 0.1927
O 3.6334 7.3699 0.6026
C 3.7347 7.1819 1.9115
O 3.3138 7.8950 2.7705
C 4.4581 5.8548 2.1878
F 5.5716 5.7323 1.4458
F 3.6601 4.8053 1.8876
F 4.8037 5.7532 3.4685
H 4.7611 9.6446 -0.2385
H 3.3245 10.6703 -0.0638
H 4.1051 9.9727 1.3603
H 2.6751 8.4089 -0.8477
H 2.0261 8.6823 0.7624
C 6.2128 5.0932 6.8444
C 7.6358 5.5379 6.5900
O 8.5640 4.4406 6.7087
C 8.6237 3.6150 5.6746
O 7.9976 3.6943 4.6594
C 9.6762 2.5268 5.9439
F 9.5261 1.9986 7.1690
F 10.9121 3.0503 5.8624
F 9.5776 1.5434 5.0485
H 6.1317 4.6063 7.8169
H 5.5414 5.9496 6.8206
H 5.8839 4.3771 6.0926
H 7.9435 6.2640 7.3390
H 7.7421 6.0080 5.6130
C -0.2689 -8.7189 3.0242
C 0.3941 -9.8852 3.7225
O 1.6849 -10.1942 3.1490
C 2.6863 -9.4073 3.5044
O 2.6387 -8.4791 4.2563
C 3.9821 -9.8903 2.8317
F 3.7940 -10.1254 1.5226
F 4.4031 -11.0328 3.4037
F 4.9491 -8.9798 2.9571
H -0.3446 -8.9092 1.9535
H -1.2627 -8.5560 3.4218
H 0.3087 -7.8042 3.1543
H -0.2016 -10.7862 3.5958
H 0.5003 -9.7087 4.7921
C 2.0717 11.7609 7.1161
C 3.5056 12.1466 6.8229
O 4.3807 11.0022 6.8648
C 4.3625 10.2155 5.7975
O 3.7085 10.3657 4.8102
C 5.3694 9.0694 5.9902
F 5.2443 8.5031 7.2051
F 6.6293 9.5337 5.8870
F 5.2007 8.1176 5.0729
H 2.0068 11.2405 8.0720
H 1.4427 12.6492 7.1538
H 1.6789 11.0925 6.3514
H 3.8774 12.8245 7.5875
H 3.6006 12.6489 5.8612
*
```

## Properties
Orbital gap ... 0.393 Eh
SMILES string ... CCCCCCCC[C@]1(B(O)OCC)OS(=O)(=O)O[C@H]1B(O)OCC.CCOC(=O)C(F)(F)F.CCOC(=O)C(F)(F)F.CCOC(=O)C(F)(F)F.CCOC(=O)C(F)(F)F.CCOC(=O)C(F)(F)F.CCOC(=O)C(F)(F)F.CCOC(=O)C(F)(F)F.CCOC(=O)C(F)(F)F
Molecular weight ... 1516.685 g/mol
Largest force on an atom ... 1.90 eV/A
Calculated total energy ... -6445.54466 Eh
E_LUMO ... 0.05 eV
HOMO ... -10.6571 eV

Here are the Löwdin charges for atoms 1 to 99, given in e: -0.0865, -0.2383, -0.2090, -0.1922, -0.2004, -0.1930, -0.1679, -0.0761, -0.2227, -0.6311, 0.1881, 0.1103, -0.1846, -0.0337, -0.1450, 0.5881, -0.1977, -0.2143, -0.1406, -0.1194, -0.5949, 0.1851, 0.1070, -0.2069, -0.0464, 0.0796, 0.0500, 0.0489, 0.1112, 0.0647, 0.0939, 0.1111, 0.1081, 0.1052, 0.1052, 0.1098, 0.1198, 0.0762, 0.1118, 0.1031, 0.1329, 0.1226, 0.1116, 0.1043, 0.1274, 0.0822, 0.0747, 0.0676, 0.1587, 0.0986, 0.1175, 0.1234, 0.0806, 0.0545, 0.0815, -0.0581, -0.1898, 0.0336, -0.4050, 0.1726, -0.5264, 0.1689, 0.1477, 0.1662, 0.0846, 0.0847, 0.0771, 0.1258, 0.1270, -0.0472, -0.1838, 0.0447, -0.4046, 0.1701, -0.5168, 0.1533, 0.1542, 0.1557, 0.0863, 0.0869, 0.0772, 0.0958, 0.1307, -0.0671, -0.1880, 0.0350, -0.4024, 0.1723, -0.5358, 0.1619, 0.1639, 0.1711, 0.0897, 0.0703, 0.0751, 0.1257, 0.1270, -0.0480, -0.1905